Record 1
Here is an isolated ion of composition C5H8N and charge +1 at a distorted geometry from the Open Molecules 2025 dataset. Energies are from wB97M-V/def2-TZVPD.

Cartesian coordinates (Å):
C: 1.81562 -0.80942 -1.86403
C: -0.58424 -0.00330 2.16162
C: 0.45471 0.34868 1.37897
C: 0.32780 0.10243 -0.05586
C: -0.97758 0.27167 -0.72663
N: 1.18319 -0.36417 -0.90917
H: 2.05833 -1.88348 -2.05748
H: 2.10495 -0.23729 -2.78153
H: -0.51991 0.02522 3.22859
H: -1.63573 -0.12138 1.81086
H: 1.45954 0.63203 1.70341
H: -1.83299 -0.22891 -0.20578
H: -0.78253 -0.05647 -1.74152
H: -1.30073 1.36015 -0.95767

Calculated values
Charge: +1
Frontier orbital gap: 0.362 Eh
Relative energy (zero: lowest compared OMol25 entry of this formula, charge and spin): 268.41 kJ/mol

The net atomic charges from Mulliken, expressed in e, are: number 1, C, carries -0.164; number 2, C, carries -0.614; number 3, C, carries -0.247; number 4, C, carries 0.747; number 5, C, carries -0.983; number 6, N, carries -0.083; number 7, H, carries 0.281; number 8, H, carries 0.288; number 9, H, carries 0.301; number 10, H, carries 0.188; number 11, H, carries 0.342; number 12, H, carries 0.332; number 13, H, carries 0.316; number 14, H, carries 0.295

***

Record 2
Here is a 2-piece molecular cluster, C5H10O2 overall from the Open Molecules 2025 dataset. Energies are from wB97M-V/def2-TZVPD.

Cartesian coordinates (Å):
C: -1.75660 -0.39248 1.46607
C: -1.21315 0.15349 0.17237
O: -1.74390 1.05446 -0.44451
C: 0.06514 -0.47197 -0.36631
C: 1.27365 0.47154 -0.48132
C: 1.90683 -0.46593 0.55769
O: 0.74216 -1.31231 0.57725
H: -2.71161 0.08530 1.69065
H: -1.87341 -1.47948 1.40099
H: -1.04062 -0.20872 2.27413
H: -0.45513 1.41637 -3.24607
H: -0.80546 1.39420 -2.58740
H: -0.18674 -1.01461 -1.28827
H: 1.75450 0.47958 -1.46101
H: 1.08550 1.49853 -0.16070
H: 2.10095 -0.02325 1.54223
H: 2.79605 -1.01381 0.22742

Calculated values
Charge: 0
Frontier orbital gap: 0.381 Eh
Relative energy (zero: lowest compared OMol25 entry of this formula, charge and spin): 286.68 kJ/mol

The net atomic charges from Mulliken, expressed in e, are: number 1, C, carries -1.179; number 2, C, carries 0.501; number 3, O, carries -0.542; number 4, C, carries 0.348; number 5, C, carries -0.664; number 6, C, carries -0.307; number 7, O, carries -0.473; number 8, H, carries 0.356; number 9, H, carries 0.316; number 10, H, carries 0.279; number 11, H, carries 0.248; number 12, H, carries -0.257; number 13, H, carries 0.355; number 14, H, carries 0.300; number 15, H, carries 0.231; number 16, H, carries 0.235; number 17, H, carries 0.254

***

Record 3
Here is an isolated ion of composition C3H10N5 and charge +1 at a distorted geometry from the Open Molecules 2025 dataset. Energies are from wB97M-V/def2-TZVPD.

Cartesian coordinates (Å):
C: -1.16945 1.03231 0.21030
C: -0.17728 1.67829 -0.36705
C: -1.19580 -0.38793 0.72158
N: 1.15262 1.31020 0.06247
N: 0.23401 -0.88769 0.34856
N: -2.22080 -0.93522 -0.14366
N: 2.55580 -0.74803 -0.10287
N: 1.19523 -0.01566 0.56593
H: -2.21268 1.32630 -0.05814
H: -0.30893 2.66103 -0.88507
H: -1.40502 -0.60881 1.71795
H: 1.80317 1.42650 -0.66640
H: 0.22309 -1.11131 -0.67021
H: -2.73550 -1.77309 0.05743
H: -1.98302 -0.87670 -1.12938
H: 2.22862 -1.73745 -0.12316
H: 2.66164 -0.38964 -1.10584
H: 1.35428 0.03690 1.56756

Calculated values
Charge: +1
Frontier orbital gap: 0.348 Eh
Relative energy (zero: lowest compared OMol25 entry of this formula, charge and spin): 517.93 kJ/mol

The net atomic charges from Mulliken, expressed in e, are: number 1, C, carries -0.536; number 2, C, carries -0.103; number 3, C, carries -0.081; number 4, N, carries -0.364; number 5, N, carries -0.580; number 6, N, carries -0.556; number 7, N, carries -0.475; number 8, N, carries 0.458; number 9, H, carries 0.350; number 10, H, carries 0.376; number 11, H, carries 0.433; number 12, H, carries 0.238; number 13, H, carries 0.371; number 14, H, carries 0.210; number 15, H, carries 0.239; number 16, H, carries 0.343; number 17, H, carries 0.321; number 18, H, carries 0.355

***

Record 4
Here is a 3-piece molecular cluster, C6H9N overall from the Open Molecules 2025 dataset. Energies are from wB97M-V/def2-TZVPD.

Cartesian coordinates (Å):
C: -1.21384 1.42077 0.02056
C: -0.10472 0.57091 -0.05359
C: 0.06626 -0.83823 0.10151
C: -1.01578 -1.84338 0.35718
C: 1.44174 -1.03950 0.12719
C: 2.04364 0.21860 -0.12826
N: 1.11933 1.15959 -0.22626
H: -2.18856 1.06819 -0.31857
H: -0.43580 2.60238 -0.91274
H: -1.26886 2.24457 0.72977
H: -0.68204 -2.84809 0.08040
H: -1.91637 -1.61654 -0.22484
H: -1.30984 -1.88016 1.41314
H: 1.95653 -1.99083 0.19380
H: 3.08538 0.41803 -0.36352
H: 0.43532 2.40791 -0.76525

Calculated values
Charge: 0
Frontier orbital gap (alpha / beta): 0.271 / 0.271 Eh
Relative energy (zero: lowest compared OMol25 entry of this formula, charge and spin): 429.49 kJ/mol

The net atomic charges from Mulliken, expressed in e, are: number 1, C, carries -0.940; number 2, C, carries 0.238; number 3, C, carries 0.843; number 4, C, carries -1.211; number 5, C, carries -0.607; number 6, C, carries -0.497; number 7, N, carries -0.418; number 8, H, carries 0.268; number 9, H, carries 0.075; number 10, H, carries 0.321; number 11, H, carries 0.344; number 12, H, carries 0.332; number 13, H, carries 0.253; number 14, H, carries 0.392; number 15, H, carries 0.411; number 16, H, carries 0.197

***

Look up the charge of the first one. +1

***

Repeat the second record exactly.
Here is a 2-piece molecular cluster, C5H10O2 overall from the Open Molecules 2025 dataset. Energies are from wB97M-V/def2-TZVPD.

Cartesian coordinates (Å):
C: -1.75660 -0.39248 1.46607
C: -1.21315 0.15349 0.17237
O: -1.74390 1.05446 -0.44451
C: 0.06514 -0.47197 -0.36631
C: 1.27365 0.47154 -0.48132
C: 1.90683 -0.46593 0.55769
O: 0.74216 -1.31231 0.57725
H: -2.71161 0.08530 1.69065
H: -1.87341 -1.47948 1.40099
H: -1.04062 -0.20872 2.27413
H: -0.45513 1.41637 -3.24607
H: -0.80546 1.39420 -2.58740
H: -0.18674 -1.01461 -1.28827
H: 1.75450 0.47958 -1.46101
H: 1.08550 1.49853 -0.16070
H: 2.10095 -0.02325 1.54223
H: 2.79605 -1.01381 0.22742

Calculated values
Charge: 0
Frontier orbital gap: 0.381 Eh
Relative energy (zero: lowest compared OMol25 entry of this formula, charge and spin): 286.68 kJ/mol

The net atomic charges from Mulliken, expressed in e, are: number 1, C, carries -1.179; number 2, C, carries 0.501; number 3, O, carries -0.542; number 4, C, carries 0.348; number 5, C, carries -0.664; number 6, C, carries -0.307; number 7, O, carries -0.473; number 8, H, carries 0.356; number 9, H, carries 0.316; number 10, H, carries 0.279; number 11, H, carries 0.248; number 12, H, carries -0.257; number 13, H, carries 0.355; number 14, H, carries 0.300; number 15, H, carries 0.231; number 16, H, carries 0.235; number 17, H, carries 0.254